{
  "formula": "BrV",
  "method": "ωB97M-V/def2-TZVPD",
  "lumo_energy_ev": [-15.3, -14.4],
  "homo_ha": [-0.8457, -0.9465],
  "charge": 2,
  "largest_force_ev_per_a": 10.51,
  "de_lowest_kj_mol": 125.3,
  "orbital_gap_ha": [0.285, 0.418],
  "multiplicity": 3,
  "symbols": ["V", "Br"],
  "coordinates": [[-22.606, 29.997, 6.725], [-24.209, 29.046, 7.079]],
  "forces_ev_per_angstrom": [[8.882, 5.270, -1.965], [-8.882, -5.270, 1.965]],
  "mulliken_spin": [2.2001, -0.2001]
}